{"formula": "C10H17N2O3", "method": "the ωB97M-V functional and the def2-TZVPD basis", "largest_force_ev_per_a": 5.0, "relative_energy_kcal_mol": 165.8, "charge": 1, "total_energy_ev": -19752.5894, "symbols": ["O", "O", "O", "N", "N", "C", "C", "C", "C", "C", "C", "C", "C", "C", "C", "H", "H", "H", "H", "H", "H", "H", "H", "H", "H", "H", "H", "H", "H", "H", "H", "H"], "positions_angstrom": [[-1.864, 2.107, -3.907], [1.316, -2.832, 0.654], [-1.289, 0.482, -2.477], [-1.027, 1.447, -3.246], [0.111, -0.460, 0.896], [1.244, 0.716, -3.648], [-0.784, -0.106, 2.098], [1.477, 0.542, -2.321], [0.649, 0.656, 0.071], [1.510, 0.111, -1.103], [-2.045, 0.554, 1.699], [0.359, -2.684, -0.343], [1.294, 2.177, -4.145], [0.242, 1.984, -3.111], [-0.685, -1.489, 0.164], [1.173, -3.580, 1.300], [-2.373, 1.407, 2.373], [1.230, 1.369, 0.661], [1.129, 2.323, -5.258], [2.190, 2.738, -3.877], [-0.835, -0.916, 2.722], [-0.189, -3.644, -0.451], [0.929, 0.085, -4.431], [2.144, -0.815, -0.870], [-2.858, -0.168, 1.638], [-1.292, -2.086, 0.793], [0.837, -2.244, -1.241], [1.013, -1.012, 1.291], [-0.212, 1.145, -0.410], [-2.064, 1.022, 0.633], [-0.228, 0.611, 2.769], [-1.197, -0.902, -0.595]]}

=====

{"formula": "C13H31ClFO7P", "method": "the ωB97M-V functional and the def2-TZVPD basis", "largest_force_ev_per_a": 4.2, "relative_energy_kcal_mol": 17.4, "total_energy_ev": -52845.7382, "symbols": ["Cl", "P", "F", "O", "O", "O", "O", "O", "O", "O", "C", "C", "C", "C", "C", "C", "C", "C", "C", "C", "C", "C", "C", "H", "H", "H", "H", "H", "H", "H", "H", "H", "H", "H", "H", "H", "H", "H", "H", "H", "H", "H", "H", "H", "H", "H", "H", "H", "H", "H", "H", "H", "H", "H"], "positions_angstrom": [[-2.112, -0.187, -1.015], [-1.629, 1.825, -0.813], [-1.365, 4.188, -5.699], [1.647, 3.263, -0.802], [-2.283, 2.340, 0.596], [-2.977, -3.016, -1.008], [0.000, -6.958, 2.073], [0.304, 7.011, 1.049], [0.064, 1.743, -0.515], [0.233, 3.010, -2.452], [0.368, -6.250, 3.256], [2.548, 6.715, 0.218], [-3.480, -5.192, -0.098], [2.106, 7.235, 2.635], [0.805, -7.236, 4.329], [-1.113, -4.392, -0.335], [1.653, 7.455, 1.200], [1.473, -5.256, 2.935], [-2.512, -4.365, -0.930], [0.732, 2.712, -1.222], [-0.174, 2.384, -4.729], [0.635, 2.077, -3.457], [-0.148, 3.863, -5.118], [2.059, 6.174, 2.896], [0.775, -7.439, 1.761], [1.710, 2.100, -3.669], [-2.804, 3.131, 0.407], [-3.160, -6.233, -0.039], [2.358, -5.773, 2.553], [-4.481, -5.158, -0.531], [-0.726, -5.410, -0.282], [1.662, 8.522, 0.973], [-3.007, -2.662, -0.111], [3.584, 7.049, 0.297], [1.072, -6.722, 5.254], [1.668, -7.816, 3.991], [-2.484, -4.749, -1.951], [1.149, -4.560, 2.159], [1.760, -4.683, 3.819], [2.207, 6.874, -0.806], [0.392, 1.041, -3.190], [-1.113, -3.968, 0.674], [-0.522, -5.714, 3.591], [-0.017, 4.545, -4.277], [0.006, -7.947, 4.543], [0.283, 6.068, 1.247], [-3.555, -4.793, 0.917], [2.514, 5.638, 0.402], [1.450, 7.764, 3.328], [0.653, 4.050, -5.836], [-1.205, 2.084, -4.536], [0.300, 1.820, -5.534], [-0.430, -3.788, -0.935], [3.128, 7.585, 2.786]]}

=====

{"formula": "C4H22BO19", "method": "the ωB97M-V functional and the def2-TZVPD basis", "largest_force_ev_per_a": 5.6, "relative_energy_kcal_mol": 34.2, "charge": -1, "total_energy_ev": -44092.4352, "symbols": ["O", "O", "O", "O", "O", "O", "O", "O", "O", "O", "O", "O", "O", "O", "O", "O", "O", "O", "O", "C", "C", "C", "C", "B", "H", "H", "H", "H", "H", "H", "H", "H", "H", "H", "H", "H", "H", "H", "H", "H", "H", "H", "H", "H", "H", "H"], "positions_angstrom": [[-5.202, 0.984, 0.264], [3.320, -0.309, 1.697], [1.110, -0.035, 0.995], [-2.742, 1.915, 0.453], [-1.454, -2.454, 1.413], [-2.166, 4.542, -1.075], [-4.229, 3.241, 2.863], [-0.441, 1.618, 0.289], [4.782, 2.075, -3.641], [1.651, -2.520, -0.297], [-0.505, -0.704, 3.447], [-0.436, -0.475, -0.807], [-2.806, -0.647, -0.948], [-4.976, -0.742, -2.508], [4.067, -2.225, 3.872], [3.802, 0.644, -1.147], [1.542, 0.948, -1.021], [-0.473, -1.024, -3.754], [6.284, -1.975, -0.238], [-1.743, -0.031, -0.661], [2.476, 0.089, 0.908], [2.740, 0.605, -0.506], [-1.694, 1.306, 0.086], [0.428, 0.531, -0.172], [-4.919, -1.498, -3.091], [-1.850, -2.570, 0.549], [4.421, -1.374, 3.614], [3.446, -2.446, 3.178], [-4.275, 2.966, 3.778], [-1.790, 4.070, -0.332], [-4.350, 1.413, 0.342], [4.814, 1.772, -2.734], [-3.804, 2.510, 2.414], [-0.435, -1.012, -2.798], [-0.865, -1.407, 2.906], [-1.047, -1.761, -3.962], [5.906, -2.824, -0.007], [5.527, -1.406, -0.379], [0.816, -2.259, 0.093], [-4.259, -0.865, -1.885], [0.236, -0.369, 2.942], [5.136, 1.346, -4.151], [2.295, -2.377, 0.396], [-1.443, -3.333, 1.791], [-1.409, 4.887, -1.548], [-5.487, 1.177, -0.629]]}

=====

{"formula": "C69H55FGeIrNO2P3", "method": "the ωB97M-V functional and the def2-TZVPD basis", "largest_force_ev_per_a": 1.7, "relative_energy_kcal_mol": 0.0, "spin_multiplicity": 2, "charge": 2, "total_energy_ev": -167959.4316, "symbols": ["Ir", "Ge", "P", "P", "P", "F", "O", "O", "N", "C", "C", "C", "C", "C", "C", "C", "C", "C", "C", "C", "C", "C", "C", "C", "C", "C", "C", "C", "C", "C", "C", "C", "C", "C", "C", "C", "C", "C", "C", "C", "C", "C", "C", "C", "C", "C", "C", "C", "C", "C", "C", "C", "C", "C", "C", "C", "C", "C", "C", "C", "C", "C", "C", "C", "C", "C", "C", "C", "C", "C", "C", "C", "C", "C", "C", "C", "C", "C", "H", "H", "H", "H", "H", "H", "H", "H", "H", "H", "H", "H", "H", "H", "H", "H", "H", "H", "H", "H", "H", "H", "H", "H", "H", "H", "H", "H", "H", "H", "H", "H", "H", "H", "H", "H", "H", "H", "H", "H", "H", "H", "H", "H", "H", "H", "H", "H", "H", "H", "H", "H", "H", "H", "H"], "positions_angstrom": [[-0.083, -0.046, 0.352], [-1.147, 2.601, -1.715], [-0.577, 1.889, 1.630], [-2.176, -0.580, -0.372], [0.721, -0.055, -2.108], [-1.232, 3.903, -2.908], [0.441, -0.242, 2.280], [-1.218, -1.685, 2.681], [1.732, -1.063, 0.336], [-1.687, -4.251, -2.123], [0.973, 2.781, 1.884], [3.006, 1.652, -1.787], [-2.518, 3.840, 2.076], [-3.795, -0.617, -2.558], [4.503, -0.196, 0.553], [0.460, -1.337, 4.377], [3.383, -3.609, -3.258], [1.227, -3.737, 1.501], [2.401, -3.005, 1.623], [-1.993, -2.364, -0.649], [-2.321, 1.301, -2.540], [1.630, 1.488, -1.772], [0.310, 1.562, -4.421], [-0.074, 1.735, -5.745], [1.013, -4.847, 2.302], [2.736, 3.989, -1.278], [-3.902, 0.973, -4.344], [3.350, 2.809, 2.273], [-1.200, 1.548, 3.309], [1.356, 3.832, -1.285], [-5.758, -1.256, 1.546], [3.556, 2.902, -1.529], [-0.780, -0.557, -5.858], [-1.990, -3.231, 0.448], [3.643, -2.343, -3.766], [0.789, 2.584, -1.521], [-6.225, 0.030, 1.753], [2.112, 4.868, 2.254], [-1.709, -5.109, -1.032], [-2.882, 0.688, 4.799], [0.150, 0.321, -3.808], [-4.353, -0.196, -3.748], [-4.520, -1.470, 0.952], [4.915, -2.496, -0.050], [-5.456, 1.115, 1.348], [-2.400, 0.878, 3.515], [-3.730, -0.387, 0.568], [-2.164, 1.159, 5.891], [3.314, 4.191, 2.398], [6.230, -2.177, -0.342], [3.143, -4.479, 3.372], [2.848, -1.269, -3.399], [-2.758, 0.108, -1.958], [-1.814, 3.134, 1.094], [-2.911, 1.723, -3.736], [2.187, 2.102, 2.015], [-3.090, 4.293, -0.600], [-1.865, -4.598, 0.249], [6.686, -0.874, -0.178], [-0.387, -0.739, -4.545], [-4.223, 0.907, 0.759], [0.942, 4.171, 1.990], [-0.631, 0.688, -6.458], [1.818, -1.450, -2.473], [2.642, -1.830, 0.769], [2.326, -3.803, -2.380], [1.553, -2.725, -1.978], [-0.476, 2.012, 4.407], [-3.799, 4.969, 0.381], [5.824, 0.116, 0.271], [-0.964, 1.823, 5.694], [-3.496, 4.754, 1.717], [-1.828, -2.886, -1.932], [4.046, -1.501, 0.394], [-2.082, 3.395, -0.250], [-0.208, -1.148, 3.057], [1.966, -5.211, 3.242], [3.369, -3.383, 2.562], [-0.936, 0.833, -7.487], [-3.308, 4.480, -1.644], [4.222, 4.741, 2.608], [-1.569, -4.645, -3.124], [0.068, 2.700, -6.215], [-1.843, -2.227, -2.789], [0.103, -5.422, 2.202], [-2.538, 1.005, 6.895], [-4.577, 5.667, 0.104], [-1.190, -1.386, -6.419], [4.450, -2.195, -4.472], [3.830, 0.559, 0.937], [-3.651, 1.761, 0.435], [0.492, -3.432, 0.770], [-4.199, -2.485, 0.782], [0.751, 2.399, -3.903], [0.720, 4.697, -1.133], [-3.820, 0.170, 4.946], [3.167, 4.963, -1.088], [0.733, -2.882, -1.291], [-4.173, -1.517, -2.088], [-2.589, 2.651, -4.187], [-1.891, -5.268, 1.099], [-5.150, -0.771, -4.202], [-4.338, 1.312, -5.275], [3.999, -4.447, -3.559], [4.632, 3.026, -1.539], [4.282, -2.811, 2.669], [2.079, 5.946, 2.349], [2.217, 1.026, 1.934], [1.543, -1.351, 4.276], [-4.030, 5.293, 2.489], [3.882, -4.766, 4.108], [0.015, 4.717, 1.875], [-2.091, -2.840, 1.451], [3.656, 0.817, -2.005], [4.288, 2.278, 2.384], [2.100, -4.796, -2.009], [4.559, -3.510, -0.174], [7.723, -0.637, -0.380], [0.106, -2.265, 4.820], [6.183, 1.128, 0.407], [0.192, -0.506, 5.030], [1.792, -6.065, 3.884], [-2.967, 0.505, 2.682], [-0.466, -1.726, -4.104], [-2.321, 3.670, 3.125], [-6.359, -2.107, 1.840], [-1.608, -6.177, -1.180], [6.905, -2.948, -0.688], [-5.820, 2.125, 1.484], [0.458, 2.542, 4.265], [-0.404, 2.200, 6.540], [-7.192, 0.190, 2.211], [3.008, -0.302, -3.860]]}